Record 1
24
Properties=species:S:1:pos:R:3:nbo_charge:R:1 method="wB97M-V/def2-TZVPD" relative_energy_kj_mol=99.7 total_charge=+1 smiles="CC(=O)OCCc1cc[nH+]cc1Cl" gap_ev=8.205
C 3.105 -1.568 0.349 -0.72
C 2.745 -0.231 -0.418 0.80
O 2.817 -0.242 -1.614 -0.55
O 2.417 0.870 0.369 -0.53
C 1.330 1.627 -0.158 -0.07
C 0.054 1.610 0.813 -0.49
C -1.060 0.646 0.322 0.11
C -1.489 -0.454 1.203 -0.22
C -2.524 -1.345 0.742 0.07
N -3.073 -1.198 -0.504 -0.44
C -2.727 -0.202 -1.376 0.07
C -1.724 0.760 -0.978 -0.06
Cl -1.357 2.060 -2.129 0.09
H 3.988 -1.987 -0.204 0.26
H 3.461 -1.253 1.363 0.23
H 2.255 -2.288 0.369 0.24
H 1.619 2.707 -0.256 0.22
H 0.968 1.299 -1.161 0.21
H 0.394 1.224 1.811 0.25
H -0.341 2.650 0.988 0.27
H -1.026 -0.555 2.206 0.27
H -2.859 -2.155 1.434 0.27
H -3.783 -1.873 -0.794 0.46
H -3.191 -0.102 -2.379 0.27

=====

Record 2
28
Properties=species:S:1:pos:R:3:nbo_charge:R:1 method="wB97M-V/def2-TZVPD" total_charge=+1 smiles="O=CCc1n[nH+]cc(S(=O)(=O)F)c1CCCI" gap_ev=6.153
O -2.354 2.686 2.067 -0.45
C -1.463 1.903 2.087 0.42
C -1.805 0.449 1.607 -0.57
C -0.555 -0.486 1.553 0.21
N -0.485 -1.350 2.554 -0.11
N 0.579 -2.122 2.405 -0.24
C 1.513 -2.099 1.474 0.10
C 1.481 -1.181 0.378 -0.32
S 2.699 -1.118 -0.943 2.38
O 2.129 -1.652 -2.134 -0.84
O 3.284 0.169 -1.092 -0.83
F 3.857 -2.127 -0.454 -0.46
C 0.329 -0.312 0.411 0.15
C 0.059 0.759 -0.650 -0.51
C -0.932 0.308 -1.779 -0.42
C -1.231 1.446 -2.809 -0.53
I 0.528 2.349 -3.669 0.12
H -0.431 2.219 2.391 0.14
H -2.556 0.060 2.337 0.28
H -2.334 0.439 0.626 0.27
H 0.675 -2.840 3.133 0.45
H 2.354 -2.816 1.538 0.28
H -0.218 1.752 -0.217 0.26
H 1.039 0.944 -1.160 0.28
H -0.566 -0.606 -2.311 0.24
H -1.924 0.012 -1.354 0.21
H -1.871 2.221 -2.333 0.23
H -1.798 0.995 -3.655 0.25

=====

Record 3
23
Properties=species:S:1:pos:R:3:nbo_charge:R:1 method="wB97M-V/def2-TZVPD" relative_energy_kj_mol=335.2 gap_ev="8.304 / 8.304"
C 2.176 0.235 -1.243 -0.06
C 2.723 -1.175 0.275 0.17
C 1.389 0.571 -0.165 -0.01
C 0.193 2.805 0.074 -0.44
C -1.814 -0.568 -1.006 -0.38
C 0.370 1.490 -0.047 0.05
C -1.656 0.316 -0.069 0.42
C -3.197 -1.208 -1.192 -0.64
C 0.910 -0.609 2.003 -0.41
N 3.050 -0.780 -0.954 -0.45
N 1.721 -0.385 0.786 -0.32
F -2.492 0.730 0.806 -0.33
H 2.356 0.623 -2.193 0.21
H 3.185 -1.888 0.890 0.19
H -0.836 3.112 0.202 0.22
H 0.994 3.489 0.385 0.22
H -1.107 -0.780 -1.758 0.23
H -2.878 -2.299 -1.318 0.22
H -3.635 -0.860 -2.128 0.22
H -3.758 -0.955 -0.199 0.22
H 1.310 0.001 2.765 0.20
H -0.144 -0.228 1.788 0.24
H 1.138 -1.636 2.298 0.22

=====

Record 4
24
Properties=species:S:1:pos:R:3:nbo_charge:R:1 method="wB97M-V/def2-TZVPD" relative_energy_kj_mol=413.5 total_charge=+1 gap_ev=6.643
C -2.694 -0.658 0.043 -0.18
C -2.599 0.722 0.104 0.33
C -0.570 -0.189 0.510 0.31
C 0.619 2.593 0.090 -0.26
C -0.642 2.205 0.202 0.06
C 1.960 0.479 0.448 0.39
C 1.800 1.723 0.101 0.24
C 2.051 -1.844 -0.395 -0.58
C 2.654 -0.751 0.523 -0.59
N -1.294 0.955 0.370 -0.41
N -1.436 -1.126 0.368 -0.52
N -3.349 1.689 -0.402 -0.77
F 2.922 2.529 -0.082 -0.29
H -3.528 -1.441 0.218 0.26
H 0.849 3.720 0.057 0.29
H -1.407 2.915 0.291 0.19
H 2.230 -2.920 -0.055 0.24
H 2.395 -1.783 -1.393 0.23
H 0.876 -1.620 -0.342 0.20
H 3.725 -0.670 0.171 0.33
H 2.577 -1.157 1.578 0.27
H -1.109 -2.047 0.584 0.44
H -4.335 1.474 -0.464 0.42
H -3.081 2.609 -0.123 0.39

=====

Record 5
23
Properties=species:S:1:pos:R:3:nbo_charge:R:1 method="wB97M-V/def2-TZVPD" relative_energy_kj_mol=0.0 smiles="C[C@]12C(=O)O[C@H]3C[C@H](C[C@H]31)[C@@H]2I" gap_ev=9.798
C 0.970 1.507 1.610 -0.62
C 0.301 0.785 0.465 -0.17
C -0.594 1.737 -0.294 0.78
O -0.316 2.871 -0.532 -0.55
O -1.821 1.225 -0.635 -0.48
C -1.682 -0.196 -0.446 0.07
C -0.904 -0.940 -1.622 -0.43
C 0.542 -1.236 -0.903 -0.29
C 0.061 -1.645 0.482 -0.42
C -0.728 -0.402 0.740 -0.23
C 1.166 0.052 -0.665 -0.22
I 3.271 -0.154 -0.029 0.06
H 1.816 0.981 2.132 0.23
H 0.097 1.667 2.158 0.22
H 1.390 2.430 1.243 0.24
H -2.670 -0.471 -0.101 0.21
H -0.661 -0.240 -2.437 0.23
H -1.515 -1.862 -1.774 0.24
H 1.081 -1.989 -1.396 0.24
H -0.629 -2.561 0.578 0.21
H 0.749 -1.805 1.299 0.23
H -1.171 -0.365 1.710 0.22
H 1.247 0.613 -1.583 0.23

=====

Record 6
23
Properties=species:S:1:pos:R:3:nbo_charge:R:1 method="wB97M-V/def2-TZVPD" relative_energy_kj_mol=157.4 total_charge=+1 smiles="C1=C[C@@]2(CNC[NH2+]2)c2cscc21" gap_ev=8.774
C -1.078 2.167 0.198 -0.08
C 0.205 1.744 0.104 -0.25
C 0.331 0.242 0.037 0.09
C 1.091 -0.397 1.207 -0.24
N 1.900 -1.439 0.636 -0.64
C 2.341 -0.837 -0.595 -0.04
N 1.043 -0.384 -1.237 -0.53
C -1.109 -0.136 -0.049 -0.11
C -1.786 -1.309 -0.004 -0.40
S -3.485 -1.016 -0.049 0.47
C -3.250 0.739 -0.076 -0.32
C -1.946 1.055 -0.013 -0.13
H -1.303 3.146 0.379 0.24
H 1.040 2.288 0.235 0.21
H 1.792 0.292 1.640 0.20
H 0.341 -0.906 1.833 0.25
H 2.379 -1.949 1.360 0.43
H 3.028 0.004 -0.564 0.20
H 2.726 -1.462 -1.362 0.23
H 1.107 0.453 -1.804 0.44
H 0.372 -1.100 -1.715 0.47
H -1.523 -2.371 -0.035 0.26
H -4.215 1.175 -0.127 0.26

=====

Record 7
23
Properties=species:S:1:pos:R:3:nbo_charge:R:1 method="wB97M-V/def2-TZVPD" relative_energy_kj_mol=174.5 smiles="N/N=C1/NCCc2ccccc21" gap_ev=9.179
N 2.042 -2.310 0.270 -0.67
N 2.368 -0.929 0.081 -0.30
C 1.393 -0.171 -0.219 0.37
N 1.793 1.180 -0.621 -0.61
C 1.177 2.160 0.344 -0.22
C -0.284 2.202 0.080 -0.44
C -0.901 0.854 0.034 0.03
C -2.289 0.777 0.131 -0.21
C -2.973 -0.450 0.128 -0.18
C -2.218 -1.607 -0.132 -0.24
C -0.842 -1.504 -0.248 -0.17
C -0.111 -0.303 -0.146 -0.14
H 2.834 -2.747 0.699 0.36
H 1.299 -2.421 0.995 0.34
H 2.792 1.293 -0.551 0.38
H 1.333 1.879 1.370 0.17
H 1.632 3.153 0.165 0.21
H -0.820 2.781 0.777 0.22
H -0.460 2.545 -0.950 0.23
H -2.876 1.740 0.151 0.21
H -4.007 -0.567 0.275 0.21
H -2.594 -2.611 -0.412 0.22
H -0.283 -2.385 -0.459 0.22

=====

Record 8
23
Properties=species:S:1:pos:R:3:nbo_charge:R:1 method="wB97M-V/def2-TZVPD" relative_energy_kj_mol=608.6 gap_ev=8.142
C 0.234 0.673 -2.282 -0.60
C 0.586 -0.252 -1.089 0.05
C 0.665 -1.656 -1.853 -0.58
C 1.853 0.366 -0.418 0.18
N 2.082 0.788 0.767 -0.44
C 1.247 0.990 1.764 0.25
C 0.445 1.461 2.560 -0.14
C -0.948 1.323 2.697 -0.23
C -1.738 0.357 2.331 -0.25
C -1.373 -1.040 1.819 -0.02
N -0.682 -1.313 0.743 -0.22
N -0.567 -0.321 -0.162 -0.45
H 0.028 1.739 -1.945 0.21
H -0.676 0.407 -2.726 0.22
H 1.105 0.679 -2.948 0.22
H 0.633 -2.422 -1.172 0.23
H 1.560 -1.638 -2.406 0.20
H -0.114 -1.758 -2.594 0.22
H 2.726 0.488 -1.069 0.18
H -1.453 2.162 3.236 0.21
H -2.781 0.397 2.425 0.21
H -1.769 -1.919 2.376 0.20
H -1.066 0.489 -0.056 0.36

=====

Record 9
25
Properties=species:S:1:pos:R:3:nbo_charge:R:1 method="wB97M-V/def2-TZVPD" relative_energy_kj_mol=483.1 gap_ev=7.865
C -4.091 1.437 0.442 -0.27
O -2.938 0.811 -0.037 -0.54
C -1.995 0.028 0.651 0.34
C -1.783 0.194 2.123 -0.27
C -0.747 -0.396 2.889 -0.20
C 0.132 -1.006 2.016 -0.21
C 0.139 -0.926 0.692 -0.21
C -0.917 -0.442 -0.115 -0.18
C -0.908 -0.414 -1.607 0.07
N 0.081 -0.693 -2.334 -0.23
N 1.461 -0.817 -1.734 -0.52
C 2.180 0.156 -1.061 0.31
N 1.636 1.409 -0.794 -0.84
S 3.811 -0.080 -0.445 -0.30
H -4.132 2.471 1.054 0.20
H -4.915 1.407 -0.573 0.20
H -4.642 0.735 1.100 0.18
H -2.402 0.882 2.661 0.21
H -0.799 -0.510 4.004 0.24
H 1.189 -1.508 2.330 0.22
H 1.084 -1.323 0.249 0.26
H -1.942 -0.738 -2.180 0.24
H 2.029 -1.350 -2.432 0.43
H 0.661 1.673 -1.112 0.41
H 2.103 1.960 0.164 0.46

=====

Record 10
24
Properties=species:S:1:pos:R:3:nbo_charge:R:1 method="wB97M-V/def2-TZVPD" relative_energy_kj_mol=719.3 total_charge=+1 smiles="CC1=C[C@@H](C)[N@@H+]2CN=NC2=C1C#N" gap_ev="7.862 / 7.221"
C 0.905 3.050 0.135 -0.64
C 0.692 1.551 0.033 0.01
C -0.591 1.102 -0.326 -0.11
C -1.057 -0.198 0.166 -0.09
C -2.558 -0.326 -0.192 -0.64
N -0.227 -1.347 -0.378 -0.44
C -0.270 -2.899 0.100 -0.10
N 1.097 -3.180 0.285 -0.08
N 1.851 -2.149 0.316 -0.21
C 1.230 -1.111 0.028 0.42
C 1.687 0.616 0.283 -0.03
C 3.045 0.873 0.354 0.17
N 4.098 1.289 0.390 -0.15
H 1.385 3.494 -0.727 0.26
H 1.531 3.306 1.027 0.26
H -0.124 3.424 0.276 0.23
H -1.284 1.758 -0.632 0.22
H -0.950 -0.418 1.241 0.24
H -2.958 0.745 0.052 0.25
H -3.109 -1.144 0.182 0.24
H -2.818 -0.456 -1.295 0.24
H -0.109 -1.457 -1.388 0.44
H -0.516 -3.523 -0.818 0.26
H -0.947 -3.001 0.888 0.25